(1)
The following is a DFT calculation (ωB97M-V with the def2-TZVPD basis set) of a molecular structure, C33H62NO3PS2Si4TeTi.

Geometry as XYZ:
```
108
Properties=species:S:1:pos:R:3:forces:R:3:lowdin_spin:R:1
Ti 1.477 -1.196 -0.886 -1.2 -1.8 -0.3 0.99
C 3.832 -0.038 5.596 -1.0 1.6 -0.5 0.00
C 2.979 -0.070 4.272 0.8 -1.1 -0.8 0.00
O 3.720 0.417 3.061 -0.7 -0.7 1.2 0.00
P 3.832 -0.573 1.760 0.2 -1.0 0.9 0.00
S 3.072 -0.255 -2.393 0.2 0.4 0.0 0.01
S 1.871 -1.357 1.519 0.1 0.3 -0.3 0.01
O 4.499 -1.940 2.581 0.2 0.5 -1.1 0.00
C 4.795 -3.030 1.674 -0.2 1.0 -0.8 0.00
C 6.172 -3.613 1.854 -0.2 -0.7 0.1 0.00
H 3.388 -0.844 6.233 0.7 0.8 -0.2 0.00
H 3.739 0.999 6.099 0.0 -1.7 -0.6 0.00
H 4.909 -0.169 5.387 -0.7 -0.4 0.0 0.00
H 2.017 0.463 4.291 0.5 0.1 0.3 0.00
H 2.723 -1.139 4.063 0.2 0.9 0.3 0.00
H 4.736 -2.688 0.591 -0.2 -0.2 1.1 0.00
H 4.043 -3.785 1.825 -0.5 -0.3 -0.1 0.00
H 6.916 -2.852 1.705 0.5 0.3 -0.1 0.00
H 6.292 -4.395 1.074 0.1 0.4 0.5 0.00
H 6.315 -4.062 2.845 -0.1 0.1 -0.2 0.00
C -0.289 -4.478 -2.724 -0.6 -0.6 -1.3 0.00
C -0.715 -3.264 -1.969 0.7 2.7 2.4 -0.01
O -1.926 -3.037 -1.735 0.9 -0.9 -0.8 -0.01
N 0.245 -2.426 -1.428 0.3 0.2 -0.6 -0.06
Te -3.489 -1.269 -0.362 -0.3 -0.1 0.2 0.00
C -4.953 -0.086 0.669 0.6 0.7 0.0 0.00
C -5.878 -0.625 1.548 -1.1 1.4 1.3 0.00
C -6.077 -2.024 1.910 -0.5 -1.8 -1.3 0.00
C -6.686 0.235 2.308 -1.2 0.4 -0.5 0.00
C -6.658 1.629 2.181 -0.6 -1.2 2.0 0.00
C -7.530 2.478 3.082 0.5 0.7 -0.3 0.00
C -5.726 2.154 1.363 1.5 -1.3 -1.3 0.00
C -4.890 1.311 0.591 0.2 0.8 -0.5 0.00
C -3.853 2.047 -0.266 -0.1 0.1 0.7 0.00
C -2.727 -2.148 1.442 -0.1 -1.3 0.1 0.00
C -1.926 -1.447 2.374 -0.7 -1.1 -0.8 0.00
C -1.683 0.012 2.193 -0.7 -0.5 -0.5 0.00
C -1.405 -2.155 3.466 0.0 -0.3 0.7 0.00
C -1.740 -3.502 3.734 1.4 0.9 -1.0 0.00
C -1.019 -4.287 4.818 -1.2 -0.1 0.3 0.00
C -2.513 -4.155 2.771 0.2 -0.6 0.6 0.00
C -2.985 -3.552 1.638 -0.2 1.7 -0.8 0.00
C -3.747 -4.428 0.662 -0.3 -1.4 0.0 0.00
H 0.345 -5.166 -2.131 -0.6 0.4 -0.2 0.00
H 0.240 -4.264 -3.677 0.0 0.3 0.7 0.00
H -1.263 -4.894 -3.048 0.7 -0.5 0.3 0.00
H -6.141 -2.688 0.999 0.1 0.6 1.0 0.00
H -6.998 -2.116 2.491 0.1 -0.2 -0.2 0.00
H -5.272 -2.358 2.536 0.6 -0.5 0.2 0.00
H -7.512 -0.180 2.930 0.9 0.1 -0.3 0.00
H -7.620 3.461 2.591 -0.3 -0.2 0.4 0.00
H -7.146 2.647 4.109 0.2 -0.2 -0.6 0.00
H -8.497 2.022 3.212 -0.5 -0.1 -0.1 0.00
H -5.489 3.179 1.367 -0.1 1.3 -0.2 0.00
H -4.095 3.127 -0.207 0.5 -0.5 -0.1 0.00
H -3.780 1.778 -1.316 -0.4 -0.2 -0.1 0.00
H -2.853 1.813 0.134 -0.3 0.5 0.0 0.00
H -1.903 0.304 1.152 0.9 -0.1 0.4 0.00
H -0.737 0.281 2.611 0.8 0.4 -0.2 0.00
H -2.450 0.517 2.736 -0.6 0.6 0.7 0.00
H -0.690 -1.629 4.134 -0.6 -0.4 -0.4 0.00
H -0.065 -4.710 4.496 -0.2 -0.2 -0.3 0.00
H -1.744 -5.083 5.119 0.9 0.3 0.1 0.00
H -0.765 -3.681 5.693 -0.3 0.1 -0.1 0.00
H -2.730 -5.224 2.781 0.3 0.1 0.7 0.00
H -3.540 -5.519 0.922 -0.3 1.3 -0.1 0.00
H -3.353 -4.339 -0.368 -0.5 0.3 0.4 0.00
H -4.876 -4.304 0.717 1.5 0.1 -0.3 0.00
C 5.542 2.724 -2.390 0.3 -0.4 0.4 0.00
Si 4.213 2.862 -3.707 1.9 -0.5 -0.9 0.00
C 4.050 4.667 -3.952 -0.2 1.1 0.3 0.00
C 4.807 2.129 -5.361 -1.0 -0.8 0.0 0.00
Si 2.411 1.767 -2.877 -1.5 -1.1 0.4 0.01
Si 0.740 1.371 -4.493 0.5 0.6 -0.1 0.00
C 0.566 2.961 -5.494 -0.1 0.6 0.3 0.00
C 1.260 -0.111 -5.541 -0.1 -0.9 0.3 0.00
C -1.035 1.186 -3.934 0.6 0.6 1.6 0.00
Si 1.577 2.729 -0.888 0.2 -0.5 0.1 0.00
C 1.209 4.534 -1.010 0.5 1.6 -1.3 0.00
C 0.031 1.922 -0.153 -0.4 -0.4 -0.8 0.03
C 2.914 2.552 0.410 -1.2 1.3 -0.4 0.00
H 6.625 2.571 -2.629 -1.0 0.2 -0.1 0.00
H 5.198 1.877 -1.788 0.4 0.0 0.3 0.00
H 5.418 3.631 -1.783 0.3 -0.2 0.1 0.00
H 4.828 5.085 -4.623 -0.4 -0.3 0.3 0.00
H 4.207 5.096 -2.920 -0.6 0.1 -1.2 0.00
H 3.058 4.857 -4.393 0.3 0.5 0.4 0.00
H 5.907 2.045 -5.424 -0.6 0.3 -0.3 0.00
H 4.299 2.638 -6.199 0.7 0.3 0.2 0.00
H 4.375 1.122 -5.484 0.4 0.0 0.3 0.00
H 1.393 3.302 -6.130 -0.2 -0.1 0.2 0.00
H 0.266 3.780 -4.793 0.5 -0.5 -0.4 0.00
H -0.324 2.827 -6.095 -0.2 0.0 -0.6 0.00
H 0.508 -0.451 -6.263 -0.1 0.2 0.1 0.00
H 1.498 -1.003 -4.910 -0.3 0.7 -0.2 0.00
H 2.163 0.062 -6.119 0.2 0.3 0.0 0.00
H -1.464 2.046 -3.400 0.6 0.1 0.1 0.00
H -1.147 0.343 -3.256 -0.5 -0.4 -0.4 0.00
H -1.600 1.203 -4.827 -0.9 -0.9 -1.0 0.00
H 0.795 4.938 -0.087 -0.5 -0.1 0.0 0.00
H 0.600 4.810 -1.920 0.3 -0.2 1.1 0.00
H 2.161 5.112 -1.118 -0.5 -0.5 -0.1 0.00
H -0.917 2.296 -0.633 0.9 -0.5 0.4 0.00
H 0.042 2.187 0.904 -0.2 0.1 0.1 0.00
H 0.044 0.802 -0.181 -0.2 0.8 0.0 0.02
H 3.647 1.856 0.195 1.2 -2.0 -0.2 0.00
H 2.434 2.400 1.349 -0.2 -0.5 0.9 0.00
H 3.479 3.448 0.520 0.3 1.1 0.0 0.00
```
Forces are in eV/Å.

## Properties
**Expectation value of S²**: 0.760
**Total charge**: -1
**Highest occupied orbital energy (alpha / beta)**: -4.9303 / -4.9811 eV
**Multiplicity**: 2
**ΔE to the lowest compared entry with this formula, charge and spin**: 239.4 kJ/mol
**LUMO energy (alpha / beta)**: 2.4 / 2.4 eV


(2)
The following is a DFT calculation (ωB97M-V with the def2-TZVPD basis set) of a molecular structure, C33H63AgN3O12.

Geometry as XYZ:
```
112
Properties=species:S:1:pos:R:3:forces:R:3:lowdin_spin:R:1
Ag 19.038 14.448 4.985 0.1 -0.2 0.2 0.07
C 21.108 13.833 8.663 0.5 0.3 0.4 0.05
C 19.730 13.929 8.017 0.3 0.0 -1.1 0.05
C 18.615 14.143 8.972 -1.0 0.8 0.6 0.01
O 19.732 14.999 7.077 0.3 -0.7 0.3 0.79
H 20.991 13.082 9.445 0.2 0.1 0.2 0.01
H 21.426 14.791 9.075 -0.4 0.1 0.4 0.00
H 21.984 13.557 8.076 -0.5 -0.3 -0.6 0.00
H 19.491 12.983 7.531 0.4 -0.1 -0.6 0.00
H 18.708 15.068 9.541 0.2 0.0 0.2 0.00
H 18.462 13.302 9.650 0.2 -0.1 0.0 0.00
H 17.704 14.259 8.386 -0.2 -0.1 0.0 0.00
N 18.363 11.609 4.942 2.0 -0.9 0.4 0.00
O 18.134 10.436 4.902 -1.2 -4.1 -0.2 0.00
O 17.524 12.425 4.903 -5.1 3.8 -0.3 0.00
O 19.508 11.985 5.061 4.4 1.0 0.4 0.00
C 14.153 9.183 7.752 1.9 -0.2 0.2 0.00
C 15.449 9.920 8.370 0.2 -0.2 -1.4 0.00
C 15.282 10.037 9.855 -0.3 2.0 0.6 0.00
C 16.532 10.549 10.631 -1.5 -0.5 -0.8 0.00
C 17.590 9.518 10.453 0.9 -0.9 -0.3 0.00
C 17.921 9.093 8.974 -0.7 -0.6 0.6 0.00
N 16.640 9.000 8.213 -1.0 0.7 2.4 0.00
O 16.777 8.441 6.989 0.3 -0.4 -1.4 0.00
C 18.977 9.981 8.393 0.2 0.8 -1.3 0.00
C 18.582 7.640 8.992 -1.2 1.4 0.2 0.00
C 15.662 11.376 7.703 0.3 -2.1 0.2 0.00
H 13.179 9.443 8.168 0.2 0.6 0.1 0.00
H 14.298 8.122 7.957 0.0 -0.1 0.2 0.00
H 14.145 9.236 6.664 -0.1 0.3 0.0 0.00
H 14.534 10.823 9.964 -0.5 -0.1 0.3 0.00
H 14.887 9.112 10.276 0.2 0.0 0.1 0.00
H 16.218 10.733 11.659 0.3 -0.4 0.3 0.00
H 16.883 11.534 10.321 -0.1 0.0 -0.5 0.00
H 17.310 8.567 10.907 -0.2 0.1 0.5 0.00
H 18.475 9.904 10.960 0.5 -0.4 -0.2 0.00
H 18.712 11.031 8.265 -0.2 0.3 0.7 0.00
H 19.901 9.868 8.960 0.1 0.2 -0.1 0.00
H 19.155 9.730 7.348 0.3 -0.5 -0.1 0.00
H 18.979 7.404 8.005 0.1 -0.1 0.2 0.00
H 19.350 7.656 9.766 0.1 -0.2 -0.1 0.00
H 17.788 6.942 9.258 0.2 -0.2 0.0 0.00
H 14.808 12.041 7.826 0.0 0.0 0.4 0.00
H 15.820 11.270 6.629 0.1 -0.1 -0.1 0.00
H 16.590 11.749 8.135 -0.2 0.5 0.0 0.00
H 17.246 9.094 6.464 0.2 0.2 -0.9 0.00
C 19.682 5.109 3.551 -0.3 -1.2 -1.1 0.00
C 20.244 6.436 3.951 -0.6 1.4 1.2 0.00
C 21.721 6.583 3.690 0.2 1.0 -0.5 0.00
C 22.028 6.711 2.187 0.9 0.2 1.8 0.00
C 21.323 7.920 1.590 -1.3 -0.6 -0.6 0.00
C 19.762 7.932 1.864 0.7 -0.5 -1.2 0.00
N 19.530 7.580 3.254 1.4 0.2 1.6 0.00
O 18.232 7.800 3.803 0.4 -0.6 -1.3 0.00
C 19.307 9.345 1.514 -0.5 1.1 0.3 0.00
C 19.127 6.955 0.826 -0.7 -0.3 0.1 0.00
C 20.102 6.620 5.499 -1.1 0.6 -0.1 0.00
H 19.711 4.947 2.473 0.3 0.2 -0.2 0.00
H 18.618 4.993 3.758 0.0 0.2 0.5 0.00
H 20.232 4.257 3.950 0.0 0.1 0.4 0.00
H 22.096 7.509 4.127 -0.5 0.4 0.2 0.00
H 22.293 5.874 4.288 0.0 -0.7 -0.7 0.00
H 21.824 5.726 1.767 0.1 0.4 -0.8 0.00
H 23.088 6.966 2.199 0.3 -0.6 -0.7 0.00
H 21.438 7.881 0.507 -0.2 -0.3 -0.3 0.00
H 21.776 8.896 1.766 0.1 -0.1 1.1 0.00
H 18.246 9.591 1.562 -0.3 -0.7 0.2 0.00
H 19.731 10.116 2.157 0.4 -0.2 0.4 0.00
H 19.571 9.625 0.495 0.3 -0.3 -0.2 0.00
H 18.760 7.430 -0.083 0.1 0.4 0.0 0.00
H 19.772 6.153 0.467 0.3 0.0 0.3 0.00
H 18.245 6.482 1.260 -0.1 0.0 0.1 0.00
H 19.096 6.386 5.846 -0.1 -0.1 -0.2 0.00
H 20.227 7.671 5.761 0.2 0.2 -0.2 0.00
H 20.763 6.065 6.166 0.4 -0.4 -0.6 0.00
H 18.288 8.728 4.040 -0.2 0.4 0.4 0.00
O 25.885 10.200 6.460 -1.4 -0.1 -0.8 0.00
C 24.750 10.331 6.063 0.7 0.7 0.6 0.00
O 24.043 11.474 6.338 0.2 0.3 1.0 0.00
C 22.642 11.342 6.064 -0.1 -1.1 -1.3 0.00
C 22.657 10.317 4.922 -1.6 0.5 0.5 0.00
C 23.815 9.431 5.299 0.6 -0.5 -1.4 0.00
H 22.221 12.307 5.782 0.2 -0.1 0.2 0.00
H 22.030 10.845 6.817 0.4 0.5 0.9 0.00
H 22.723 10.892 3.999 0.6 -0.5 -0.3 0.00
H 21.722 9.760 4.869 -0.1 0.1 0.0 0.00
H 24.200 9.037 4.358 0.8 0.0 0.2 0.00
H 23.625 8.535 5.891 -0.5 0.2 0.2 0.00
O 19.219 13.819 2.769 1.1 -0.8 -2.1 0.00
C 19.683 13.350 1.723 -1.2 1.4 2.7 0.00
O 18.940 13.415 0.622 -1.7 0.1 0.5 0.00
C 19.549 12.864 -0.513 2.3 0.0 0.5 0.00
C 21.037 12.916 -0.053 0.6 -0.6 -1.5 0.00
C 21.024 12.738 1.462 -0.8 -0.3 -0.4 0.00
H 19.356 13.491 -1.384 -0.1 -0.1 0.2 0.00
H 19.282 11.828 -0.720 -0.5 0.1 0.2 0.00
H 21.452 13.882 -0.340 0.2 -0.1 0.1 0.00
H 21.545 12.117 -0.592 0.5 0.2 0.1 0.00
H 21.825 13.133 2.086 -0.1 0.4 -0.4 0.00
H 20.948 11.688 1.745 -0.1 -0.1 -0.1 0.00
O 16.837 15.238 5.167 -2.4 -0.1 1.6 0.01
C 15.720 15.069 5.683 2.1 0.6 -1.5 0.00
O 15.434 15.211 6.958 1.4 1.0 2.0 0.00
C 14.001 15.254 7.306 2.3 -1.1 0.5 0.00
C 13.406 14.939 6.014 -2.3 0.2 -1.1 0.00
C 14.475 14.690 5.017 -0.8 -0.6 -1.5 0.00
H 13.748 16.247 7.678 0.3 -0.3 0.2 0.00
H 13.883 14.443 8.024 -0.1 0.5 0.4 0.00
H 12.911 15.867 5.725 -1.0 -0.6 -0.3 0.00
H 12.856 13.999 5.990 -1.1 0.8 0.5 0.00
H 14.162 15.221 4.118 1.0 -0.2 -0.3 0.00
H 14.459 13.616 4.833 0.7 0.0 -0.5 0.00
```
Forces are in eV/Å.

## Properties
**Expectation value of S²**: 0.755
**Total charge**: 0
**Highest occupied orbital energy (alpha / beta)**: -7.5694 / -7.5693 eV
**Multiplicity**: 2
**LUMO energy (alpha / beta)**: 0.3 / -2.2 eV


Per-record strongest force on any atom, eV Å⁻¹: 3.64 6.36